1.
Below is a molecular structure, C31H26BN5O2PdSTe, with properties calculated with ωB97M-V/def2-TZVPD.

Last column: Mulliken charge in e.
Positions of all 68 atoms, in Å:
Pd -0.654 -1.812 0.190  0.494
Te -3.053 -2.008 -0.680  -0.112
C -2.776 -4.115 -0.831  -0.151
C -1.487 -4.625 -0.947  0.324
C -1.285 -5.992 -1.001  -0.727
C -2.360 -6.865 -0.952  -0.433
C -3.645 -6.358 -0.852  -0.504
C -3.852 -4.992 -0.793  -0.450
H -0.626 -3.941 -1.022  0.305
H -0.276 -6.372 -1.094  0.380
H -2.198 -7.932 -0.990  0.368
H -4.493 -7.028 -0.819  0.358
H -4.856 -4.601 -0.722  0.353
O 1.875 -2.365 -1.701  -0.810
B 1.214 -1.795 -0.623  0.369
O 2.152 -1.055 0.139  0.063
C 3.340 -1.165 -0.501  0.544
C 4.551 -0.586 -0.191  -0.801
C 5.602 -0.832 -1.061  -0.728
C 5.439 -1.626 -2.187  -0.514
C 4.219 -2.213 -2.499  -1.015
C 3.171 -1.967 -1.636  0.761
H 4.659 0.039 0.680  0.456
H 6.565 -0.384 -0.865  0.416
H 6.281 -1.786 -2.844  0.386
H 4.091 -2.816 -3.385  0.470
N 0.811 -0.382 2.494  0.088
C 0.904 -1.661 2.853  0.433
S -0.340 -2.740 2.504  -0.438
N 1.968 -2.099 3.573  -0.136
C 3.167 -1.391 3.740  0.334
C 4.378 -2.047 3.539  -0.558
C 5.565 -1.343 3.588  -0.559
C 5.560 0.018 3.845  -0.578
C 4.367 0.654 4.139  -0.651
C 3.173 -0.045 4.103  -0.129
H 0.118 -0.144 1.758  0.024
H 1.659 0.165 2.477  0.380
H 2.031 -3.106 3.652  0.287
H 4.380 -3.107 3.341  0.358
H 6.497 -1.856 3.410  0.403
H 6.484 0.573 3.850  0.422
H 4.363 1.702 4.399  0.406
H 2.259 0.444 4.402  0.619
N -4.276 3.872 -1.623  -0.018
C -4.680 5.066 -2.151  0.668
C -5.903 5.528 -2.608  -0.942
C -5.946 6.841 -3.034  -0.436
C -4.816 7.665 -3.005  -0.483
C -3.593 7.208 -2.566  -0.737
C -3.521 5.883 -2.139  0.636
N -2.465 5.172 -1.644  -0.726
C -2.938 3.993 -1.337  0.037
C -2.195 2.910 -0.726  0.988
C -2.818 2.024 0.157  -0.832
C -2.072 1.019 0.738  -0.937
N -0.777 0.827 0.466  -0.134
C -0.181 1.675 -0.373  -0.509
C -0.832 2.734 -0.971  -0.821
H -4.822 3.033 -1.543  0.228
H -6.779 4.895 -2.620  0.383
H -6.882 7.248 -3.387  0.375
H -4.912 8.691 -3.330  0.377
H -2.720 7.841 -2.535  0.439
H -3.855 2.153 0.422  0.437
H -2.505 0.360 1.486  0.523
H 0.873 1.494 -0.540  0.485
H -0.321 3.426 -1.618  0.491

Properties
Frontier orbital gap (spin up / spin down), Ha: 0.220 / 0.220
Largest force on an atom, Eh/bohr: 0.0270
LUMO energy (spin up / spin down), eV: -0.9424 / -0.9427
Multiplicity: 1
E_HOMO (spin up / spin down), eV: -6.92 / -6.92
Calculated total energy, a.u.: -2440.21897


2.
Below is 3 unconnected molecules or ions with the total composition C4H14NO2, with properties calculated with ωB97M-V/def2-TZVPD.

Last column: Mulliken charge in e.
Positions of all 21 atoms, in Å:
C 0.002 1.022 0.384  -0.098
N -0.529 0.727 -1.001  0.004
C 0.608 0.121 -1.801  -0.623
C 1.697 -0.172 -0.791  -0.452
C 1.464 0.849 0.299  -0.458
H -0.352 1.980 0.758  0.447
H -0.500 0.322 1.124  -0.069
H -0.829 1.611 -1.419  0.408
H -1.294 0.033 -0.904  0.355
H 0.940 0.882 -2.511  0.368
H 0.291 -0.742 -2.370  0.324
H 1.574 -1.177 -0.341  0.286
H 2.694 -0.096 -1.204  0.377
H 1.952 1.837 0.119  0.359
H 1.889 0.598 1.296  0.379
H -1.997 -2.220 -0.092  0.284
H -2.414 -2.059 -1.565  0.318
O -1.825 -1.695 -0.891  -0.621
H -1.510 -0.301 3.218  0.406
H -0.044 -0.933 3.614  0.414
O -0.536 -0.184 3.210  -0.406

Properties
Frontier orbital gap (spin up / spin down), Ha: 0.466 / 0.169
Largest force on an atom, Eh/bohr: 0.0285
LUMO energy (spin up / spin down), eV: -7.1425 / -15.1033
ΔE to the lowest compared entry with this formula, charge and spin, kcal/mol: 27.9
Multiplicity: 2
Net charge: +2
E_HOMO (spin up / spin down), eV: -19.82 / -19.69
Calculated total energy, a.u.: -365.25822


3.
Below is a molecular structure, C8H12N2PV, with properties calculated with ωB97M-V/def2-TZVPD.

Last column: Mulliken charge in e.
Positions of all 24 atoms, in Å:
C 0.344 0.174 -2.429  -0.476
C -0.654 -0.714 -2.838  -0.493
C -0.412 -2.031 -2.356  -0.337
C 0.902 -2.016 -1.854  -0.682
C 1.408 -0.651 -1.633  -0.483
V 1.404 1.416 0.777  0.426
P -0.322 2.753 -0.398  -0.148
H 0.664 0.974 -3.080  0.508
H -1.590 -0.424 -3.332  0.392
H -1.139 -2.827 -2.242  0.438
H 2.450 -0.476 -1.901  0.329
H 1.432 -2.904 -1.516  0.402
H -1.429 3.218 0.388  0.157
H -0.703 3.116 -1.751  0.220
H 0.666 3.777 -0.102  0.129
N -0.925 -1.003 1.826  -0.122
C -1.058 -0.873 3.189  -0.222
C -0.033 -0.021 3.575  -0.610
C 0.631 0.336 2.412  0.491
N 0.057 -0.195 1.314  -0.168
H -1.575 -1.569 1.286  0.257
H -1.829 -1.350 3.808  0.428
H 0.196 0.336 4.567  0.380
H 1.515 0.954 2.288  0.183

Properties
Frontier orbital gap (spin up / spin down), Ha: 0.182 / 0.178
Largest force on an atom, Eh/bohr: 0.1053
LUMO energy (spin up / spin down), eV: -4.8986 / -5.1185
ΔE to the lowest compared entry with this formula, charge and spin, kcal/mol: 127.7
Multiplicity: 2
Net charge: +1
E_HOMO (spin up / spin down), eV: -9.86 / -9.96
Calculated total energy, a.u.: -1706.30465


4.
Below is 3 unconnected molecules or ions with the total composition C35H65F3N3O8S, with properties calculated with ωB97M-V/def2-TZVPD.

Last column: Mulliken charge in e.
Positions of all 115 atoms, in Å:
C 0.481 1.965 3.519  -0.840
C -0.632 3.108 3.498  -0.303
O -0.750 3.598 2.154  -0.299
C -2.094 3.903 1.790  -0.045
C -2.512 3.339 0.357  -0.330
O -1.401 2.858 -0.428  -0.393
C -1.075 1.574 -0.127  -0.160
O -1.531 1.002 0.837  -0.455
C -0.072 0.736 -0.983  0.435
C -0.698 -0.392 -1.729  -0.284
C -2.247 -0.655 -1.673  -1.224
C -2.591 -1.788 -0.583  -1.177
N -3.643 -1.255 0.302  0.505
C -4.001 -2.183 1.435  -0.484
C -3.309 -3.597 1.401  -0.927
C -4.888 -0.999 -0.406  0.432
C -5.394 -1.781 -1.666  -0.990
O -5.586 -0.097 0.012  -0.573
C 0.209 -1.228 -2.506  0.889
C -0.340 -2.485 -3.299  -1.219
O -0.101 -3.612 -2.453  -0.312
C 0.658 -4.652 -3.103  -0.216
C 1.645 -5.374 -2.073  -0.973
N 1.574 -0.983 -2.550  0.075
N 2.342 -1.862 -3.328  -0.555
C 2.181 0.077 -1.851  0.373
C 3.737 0.163 -1.989  -1.059
C 4.124 0.958 -3.328  -0.417
C 5.638 0.598 -3.693  -0.699
S 6.742 0.978 -2.269  1.148
O 6.769 -0.107 -1.282  -0.550
O 8.081 1.147 -2.806  -0.654
O 6.143 2.344 -1.579  -0.441
C 1.391 1.015 -1.035  0.198
C 2.049 2.178 -0.258  0.836
F 3.175 2.702 -0.888  -0.257
F 1.249 3.236 -0.012  -0.214
F 2.527 1.648 0.934  -0.257
H 1.521 2.370 3.464  0.231
H 0.403 1.435 4.517  0.416
H 0.238 1.193 2.744  0.064
H -0.238 3.920 4.175  0.281
H -1.560 2.635 3.908  0.309
H -2.875 3.550 2.512  0.055
H -2.186 5.030 1.755  0.265
H -3.370 2.614 0.428  0.231
H -2.928 4.224 -0.209  0.343
H -2.799 0.309 -1.469  0.547
H -2.627 -0.992 -2.681  0.844
H -2.926 -2.684 -1.187  0.388
H -1.620 -1.984 -0.047  0.723
H -5.115 -2.371 1.374  0.335
H -3.841 -1.646 2.414  0.294
H -3.502 -4.191 0.473  0.221
H -3.685 -4.174 2.284  0.414
H -2.195 -3.493 1.547  0.242
H -4.943 -1.450 -2.636  0.217
H -6.501 -1.604 -1.750  0.405
H -5.219 -2.881 -1.527  0.263
H 0.153 -2.538 -4.301  0.534
H -1.458 -2.417 -3.432  0.346
H 1.297 -4.306 -3.952  0.248
H -0.077 -5.455 -3.410  0.307
H 1.440 -6.482 -2.013  0.404
H 1.549 -4.974 -1.031  0.228
H 2.719 -5.277 -2.413  0.188
H 2.840 -1.336 -4.052  0.266
H 2.992 -2.355 -2.710  0.114
H 4.190 0.665 -1.090  0.594
H 4.235 -0.837 -2.063  0.265
H 3.987 2.067 -3.210  0.285
H 3.490 0.644 -4.205  0.417
H 5.986 1.087 -4.637  0.429
H 5.666 -0.511 -3.847  0.335
H 5.893 2.165 -0.648  0.379
C 5.137 -6.796 0.647  -1.158
C 5.336 -5.306 0.898  -0.626
C 5.094 -4.446 -0.342  0.354
C 6.038 -4.711 -1.518  -0.478
C 7.526 -4.547 -1.209  -0.717
C 7.899 -3.129 -0.797  -1.003
H 5.847 -7.180 -0.088  0.294
H 5.284 -7.357 1.571  0.392
H 4.125 -6.999 0.287  0.221
H 6.340 -5.131 1.294  0.295
H 4.639 -4.989 1.680  0.381
H 5.158 -3.390 -0.055  0.129
H 4.063 -4.601 -0.684  -0.269
H 5.769 -4.031 -2.337  0.286
H 5.867 -5.722 -1.901  0.409
H 8.097 -4.811 -2.105  0.389
H 7.837 -5.251 -0.432  0.255
H 7.631 -2.415 -1.578  0.165
H 8.975 -3.054 -0.628  0.436
H 7.399 -2.832 0.128  0.230
C -6.855 7.738 5.017  -1.170
C -7.605 6.598 4.339  -0.434
C -6.774 5.324 4.198  -0.915
C -5.519 5.453 3.333  -0.189
C -5.760 5.926 1.899  -0.406
C -6.621 4.969 1.084  -1.179
H -5.984 8.050 4.436  0.276
H -7.507 8.608 5.125  0.380
H -6.518 7.444 6.014  0.291
H -7.968 6.928 3.360  0.230
H -8.495 6.367 4.933  0.373
H -7.413 4.530 3.798  0.351
H -6.471 4.987 5.196  0.404
H -5.017 4.479 3.305  0.023
H -4.815 6.139 3.814  0.406
H -4.789 6.029 1.401  0.301
H -6.212 6.922 1.895  0.339
H -6.168 3.975 1.042  0.212
H -6.727 5.334 0.059  0.382
H -7.624 4.872 1.503  0.332

Properties
Frontier orbital gap, Ha: 0.260
Largest force on an atom, Eh/bohr: 0.0787
LUMO energy, eV: -4.5600
Multiplicity: 1
Net charge: +1
E_HOMO, eV: -11.63
Calculated total energy, a.u.: -2836.17179


5.
Below is a single C19H32N2O2 molecule, with properties calculated with ωB97M-V/def2-TZVPD.

Last column: Mulliken charge in e.
Positions of all 55 atoms, in Å:
C 8.833 3.194 0.412  -0.790
C 7.547 3.327 0.147  -0.101
C 6.597 2.190 -0.046  -0.530
C 5.458 2.235 0.978  -0.658
C 4.470 1.089 0.777  -0.521
C 3.340 1.127 1.804  -1.042
C 2.254 0.084 1.538  -0.095
C 2.745 -1.349 1.738  -0.582
C 1.632 -2.395 1.671  -0.810
C 1.093 -2.638 0.256  -0.721
C 0.284 -1.497 -0.318  0.274
O 0.574 -0.870 -1.318  -0.677
N -0.850 -1.219 0.372  -0.019
N -1.645 -0.136 -0.008  -0.322
C -2.982 -0.294 -0.259  0.507
C -3.685 -1.386 0.111  -0.254
C -5.117 -1.497 -0.064  -0.170
O -5.736 -2.505 0.223  -0.647
C -5.815 -0.264 -0.607  -1.017
C -4.951 0.543 -1.579  1.756
C -5.682 1.825 -1.982  -2.103
C -4.655 -0.283 -2.832  -1.856
C -3.642 0.907 -0.864  -0.972
H 9.481 4.044 0.547  0.272
H 9.295 2.225 0.500  0.246
H 7.107 4.313 0.065  0.280
H 7.131 1.241 0.041  0.339
H 6.168 2.246 -1.051  0.300
H 5.880 2.181 1.984  0.278
H 4.932 3.189 0.890  0.391
H 5.007 0.142 0.854  0.297
H 4.043 1.150 -0.227  0.309
H 3.753 0.977 2.805  0.356
H 2.881 2.118 1.783  0.357
H 1.893 0.211 0.518  0.075
H 1.418 0.269 2.219  0.344
H 3.497 -1.587 0.984  0.291
H 3.222 -1.419 2.718  0.320
H 0.821 -2.105 2.344  0.445
H 2.032 -3.345 2.035  0.358
H 0.455 -3.525 0.264  0.360
H 1.925 -2.822 -0.425  0.327
H -1.095 -1.669 1.239  0.396
H -1.118 0.467 -0.634  0.387
H -3.196 -2.257 0.522  0.395
H -6.748 -0.575 -1.080  0.394
H -6.074 0.359 0.255  0.391
H -6.614 1.585 -2.487  0.429
H -5.070 2.417 -2.659  0.439
H -5.914 2.431 -1.109  0.430
H -4.132 -1.202 -2.577  0.411
H -5.581 -0.549 -3.335  0.450
H -4.039 0.284 -3.527  0.424
H -2.957 1.393 -1.564  0.521
H -3.856 1.624 -0.065  0.338

Properties
Frontier orbital gap, Ha: 0.338
Largest force on an atom, Eh/bohr: 0.0151
LUMO energy, eV: 0.6163
ΔE to the lowest compared entry with this formula, charge and spin, kcal/mol: 44.5
Structure (SMILES): C=CCCCCCCCCC(=O)NNC1=CC(=O)CC(C)(C)C1
Multiplicity: 1
E_HOMO, eV: -8.58
Calculated total energy, a.u.: -1003.15409


6.
Below is 2 unconnected molecules or ions with the total composition C12H16N2, with properties calculated with ωB97M-V/def2-TZVPD.

Last column: Mulliken charge in e.
Positions of all 30 atoms, in Å:
C -2.933 -1.548 -0.699  -0.778
C -2.658 -0.300 0.092  0.852
C -2.308 0.954 -0.247  -0.722
N -2.554 1.789 0.865  -0.129
C -2.862 0.986 1.921  -0.161
N -2.981 -0.250 1.441  -0.675
H -2.178 -2.355 -0.791  0.122
H -3.153 -0.992 -1.817  0.222
H -3.812 -2.110 -0.260  0.263
H -2.078 1.235 -1.242  0.409
H -2.071 2.652 0.983  0.256
H -3.100 1.307 2.980  0.355
C 0.816 -2.723 0.635  -0.996
C 1.846 -2.149 -0.449  -0.411
C 2.068 -0.639 -0.493  0.825
C 1.816 0.292 0.569  -0.499
C 2.241 1.555 0.490  -0.267
C 2.866 2.073 -0.692  -0.632
C 2.738 1.225 -1.784  -0.420
C 2.545 -0.209 -1.677  -0.787
H 0.539 -2.034 1.430  0.277
H 1.216 -3.530 1.237  0.350
H -0.072 -3.109 0.195  0.154
H 2.750 -2.639 -0.197  0.302
H 1.401 -2.470 -1.499  0.252
H 1.452 -0.113 1.525  0.212
H 2.058 2.265 1.299  0.364
H 3.248 3.111 -0.775  0.333
H 2.728 1.696 -2.741  0.402
H 2.766 -0.800 -2.469  0.528

Properties
Frontier orbital gap, Ha: 0.349
Largest force on an atom, Eh/bohr: 0.1087
LUMO energy, eV: 0.7954
ΔE to the lowest compared entry with this formula, charge and spin, kcal/mol: 61.5
Structure (SMILES): Cc1c[nH]cn1.CCc1ccccc1
Multiplicity: 1
E_HOMO, eV: -8.70
Calculated total energy, a.u.: -576.28202


What did the third record say?
Below is a molecular structure, C8H12N2PV, with properties calculated with ωB97M-V/def2-TZVPD.

Last column: Mulliken charge in e.
Positions of all 24 atoms, in Å:
C 0.344 0.174 -2.429  -0.476
C -0.654 -0.714 -2.838  -0.493
C -0.412 -2.031 -2.356  -0.337
C 0.902 -2.016 -1.854  -0.682
C 1.408 -0.651 -1.633  -0.483
V 1.404 1.416 0.777  0.426
P -0.322 2.753 -0.398  -0.148
H 0.664 0.974 -3.080  0.508
H -1.590 -0.424 -3.332  0.392
H -1.139 -2.827 -2.242  0.438
H 2.450 -0.476 -1.901  0.329
H 1.432 -2.904 -1.516  0.402
H -1.429 3.218 0.388  0.157
H -0.703 3.116 -1.751  0.220
H 0.666 3.777 -0.102  0.129
N -0.925 -1.003 1.826  -0.122
C -1.058 -0.873 3.189  -0.222
C -0.033 -0.021 3.575  -0.610
C 0.631 0.336 2.412  0.491
N 0.057 -0.195 1.314  -0.168
H -1.575 -1.569 1.286  0.257
H -1.829 -1.350 3.808  0.428
H 0.196 0.336 4.567  0.380
H 1.515 0.954 2.288  0.183

Properties
Frontier orbital gap (spin up / spin down), Ha: 0.182 / 0.178
Largest force on an atom, Eh/bohr: 0.1053
LUMO energy (spin up / spin down), eV: -4.8986 / -5.1185
ΔE to the lowest compared entry with this formula, charge and spin, kcal/mol: 127.7
Multiplicity: 2
Net charge: +1
E_HOMO (spin up / spin down), eV: -9.86 / -9.96
Calculated total energy, a.u.: -1706.30465